70
Properties=species:S:1:pos:R:3:forces:R:3 method="wB97M-V/def2-TZVPD" de_lowest_ev=1.975 multiplicity=2 max_force_ev_per_a=0.526 total_charge=-2 gap_ev="5.378 / 5.849"
Hg -0.283 0.831 -0.910 0.2162 0.1508 -0.2656
N -1.320 1.745 2.963 -0.0011 0.1126 -0.0420
C -0.019 1.545 3.181 -0.0836 -0.0429 0.0250
N 0.401 1.419 4.453 -0.0039 -0.0084 -0.0121
C 1.699 1.177 4.565 -0.0223 0.0164 0.0049
N 2.187 0.996 5.838 -0.0053 -0.0064 -0.0121
N 2.579 1.065 3.571 0.0499 -0.0094 -0.0494
C 2.043 1.228 2.352 0.0081 -0.0307 0.1275
N 0.779 1.478 2.101 0.0004 0.0378 -0.0885
C 2.974 1.108 1.188 0.0586 0.0066 -0.0829
C 4.332 0.906 1.398 -0.0469 -0.0109 -0.0158
C 5.160 0.788 0.291 0.0274 -0.0039 0.0237
C 4.609 0.882 -0.972 0.0029 0.0050 -0.0387
C 3.241 1.094 -1.081 -0.0496 -0.0046 -0.0399
N 2.440 1.199 -0.031 0.0090 0.0373 0.1108
H -1.918 1.880 3.757 0.0001 -0.0411 -0.0033
H -1.656 1.942 2.015 0.0688 -0.0493 0.0940
H 1.607 1.358 6.574 -0.0004 0.0056 -0.0019
H 3.181 1.106 5.933 -0.0009 0.0055 -0.0025
H 4.708 0.834 2.407 -0.0031 0.0026 0.0096
H 6.222 0.616 0.419 -0.0033 0.0010 0.0046
H 5.208 0.777 -1.867 -0.0093 -0.0075 -0.0028
H 2.762 1.176 -2.050 0.0152 0.0009 0.0307
F -0.395 8.228 1.024 -0.0074 -0.0437 -0.0093
C -0.787 6.964 0.765 0.0197 0.0618 0.0117
C 0.139 5.988 0.455 0.0453 -0.0275 -0.0055
F 1.442 6.312 0.413 -0.0169 -0.0054 -0.0019
C -0.269 4.692 0.191 -0.0218 0.0186 -0.0087
F 0.682 3.806 -0.108 -0.0235 0.0286 0.0103
C -1.613 4.303 0.227 -0.0217 -0.0939 -0.0107
S -2.179 2.682 -0.077 -0.0328 0.0083 0.0121
C -2.515 5.325 0.540 0.0484 0.0249 0.0293
F -3.831 5.066 0.608 -0.0029 0.0048 -0.0008
C -2.124 6.624 0.806 -0.0426 -0.0189 0.0002
F -3.041 7.563 1.111 0.0208 0.0002 -0.0059
C -2.067 -5.597 -1.311 -0.0061 0.0083 0.0049
Si -1.563 -4.566 0.179 0.0735 0.0290 0.0143
C -2.194 -5.441 1.729 0.0044 0.0251 -0.0106
C 0.300 -4.508 0.235 -0.0119 -0.0573 -0.0048
C -2.470 -2.927 0.024 -0.0826 -0.0179 -0.0206
C -3.850 -3.008 -0.144 0.0255 -0.0361 0.0067
C -4.622 -1.891 -0.434 0.0031 0.0362 -0.0128
C -3.951 -0.692 -0.612 0.0137 -0.1617 -0.0491
N -2.643 -0.572 -0.446 -0.1032 0.0549 0.0814
C -1.907 -1.634 -0.075 0.0059 0.1209 -0.0230
S -0.233 -1.293 0.279 -0.0781 -0.1224 0.1335
H -1.621 -6.595 -1.264 -0.0052 0.0069 -0.0045
H -1.721 -5.111 -2.226 0.0055 0.0005 0.0081
H -3.151 -5.710 -1.383 0.0072 -0.0073 0.0016
H -1.773 -6.447 1.806 -0.0044 0.0057 0.0011
H -3.284 -5.529 1.723 0.0084 -0.0027 -0.0028
H -1.910 -4.884 2.625 0.0015 -0.0010 -0.0070
H 0.677 -5.537 0.245 -0.0010 0.0076 -0.0055
H 0.671 -3.989 1.120 -0.0065 -0.0048 -0.0064
H 0.704 -3.991 -0.638 -0.0115 0.0053 0.0099
H -4.340 -3.976 -0.070 0.0076 0.0020 0.0014
H -5.694 -1.957 -0.566 -0.0004 0.0012 0.0055
H -4.470 0.212 -0.911 -0.0089 0.0024 0.0072
F 2.014 -2.421 -5.742 0.0005 0.0479 -0.0485
C 1.544 -1.859 -4.588 0.1325 -0.1073 0.1568
C 0.092 -1.903 -4.381 0.1115 -0.1520 -0.1309
F -0.336 -1.937 -3.050 0.0220 0.0526 0.0033
C 0.302 -0.597 -4.926 -0.4143 0.3186 -0.0588
F 0.013 -0.377 -6.252 0.0381 -0.0848 0.0509
C 0.886 0.519 -4.214 0.1462 -0.2204 0.3271
Se 0.161 1.912 -3.188 0.0321 0.0521 -0.0935
C 2.198 -0.089 -4.305 -0.0939 0.0579 -0.2201
F 3.013 0.387 -5.297 0.0607 0.0423 0.0548
C 2.580 -1.320 -3.676 -0.0597 -0.0240 0.0702
F 2.201 -1.372 -2.314 -0.0038 -0.0024 -0.0338